[1]
{
  "formula": "C3H6N2O",
  "method": "wB97M-V/def2-TZVPD",
  "e_above_lowest_kcal_mol": 43.1,
  "lumo_energy_ev": 1.0,
  "largest_force_ev_per_a": 0.5,
  "multiplicity": 1,
  "total_charge": 0,
  "elements": ["C", "C", "N", "N", "C", "O", "H", "H", "H", "H", "H", "H"],
  "positions_angstrom": [[1.604327, -1.462088, -0.441450], [-0.056175, 0.049036, 0.398486], [0.470300, -0.575424, -0.642740], [-1.063638, 0.915060, 0.084282], [-1.650326, 1.632667, 1.119808], [-2.531966, 2.441898, 0.969452], [1.474312, -2.404717, -0.981243], [1.655698, -1.659411, 0.629690], [2.539048, -0.988809, -0.761167], [0.178406, -0.424473, -1.609470], [-1.428658, 1.118909, -0.848631], [-1.191327, 1.357352, 2.082982]],
  "forces_ev_per_a": [[0.1, -0.1, 0.0], [-0.1, 0.0, -0.5], [-0.1, 0.2, 0.2], [0.0, 0.0, 0.1], [-0.2, 0.2, 0.0], [0.3, -0.3, 0.0], [0.0, 0.1, 0.0], [0.1, 0.0, -0.2], [-0.1, -0.1, 0.0], [0.0, 0.1, 0.2], [0.1, -0.1, 0.1], [-0.1, 0.1, -0.1]],
  "lowdin_charge": [-0.104, -0.126, -0.102, 0.006, -0.345, 0.036, 0.078, 0.075, 0.079, 0.134, 0.146, 0.122]
}

---

[2]
{
  "formula": "C4H10N2S",
  "method": "wB97M-V/def2-TZVPD",
  "e_above_lowest_kcal_mol": 83.7,
  "lumo_energy_ev": 0.6,
  "largest_force_ev_per_a": 5.3,
  "multiplicity": 1,
  "total_charge": 0,
  "elements": ["C", "C", "C", "C", "H", "H", "H", "H", "H", "H", "H", "H", "H", "H", "N", "N", "S"],
  "positions_angstrom": [[-0.778702, 2.020238, -0.177412], [-0.925263, 0.542452, 0.246693], [-0.528559, -1.944203, -0.009813], [1.871911, -0.255831, 0.246836], [-1.472476, 2.400346, -0.965002], [-0.857689, 2.841157, 0.733528], [0.342327, 2.000117, -0.723482], [-1.938410, 0.374781, 0.581081], [-0.451154, 0.464293, 1.358174], [0.023503, -2.624945, -0.703551], [-0.147351, -2.209136, 0.991426], [-1.693995, -2.146794, 0.158126], [1.321604, -0.293659, -1.751747], [1.281957, -0.496297, 1.239840], [-0.453983, -0.631811, -0.481119], [0.914898, -0.252966, -0.707207], [3.491380, 0.212256, -0.036363]],
  "forces_ev_per_a": [[2.9, 1.0, -1.1], [-1.1, -0.3, 5.2], [-3.0, -2.3, 1.4], [-0.7, 0.5, 0.7], [0.3, -0.7, 0.6], [0.5, -2.6, -2.2], [-2.9, 0.9, 1.7], [-0.8, -0.3, -0.5], [-0.5, 0.4, -2.1], [-1.0, 0.5, 0.3], [0.4, 0.7, 0.1], [2.4, -0.1, -0.9], [-1.5, 0.3, 3.0], [2.1, 0.5, -1.4], [2.5, 3.7, -1.7], [2.7, -1.2, -3.5], [-2.4, -0.9, 0.7]],
  "lowdin_charge": [-0.105, -0.299, -0.133, -0.719, 0.053, 0.127, 0.117, 0.093, 0.134, 0.104, 0.071, 0.135, 0.197, 0.103, -0.230, -0.136, 0.488]
}

---

[3]
{
  "formula": "C2H2Cl3NSi",
  "method": "wB97M-V/def2-TZVPD",
  "e_above_lowest_kcal_mol": 1.5,
  "lumo_energy_ev": 0.3,
  "largest_force_ev_per_a": 2.9,
  "multiplicity": 1,
  "total_charge": 0,
  "elements": ["C", "C", "N", "Si", "Cl", "Cl", "Cl", "H", "H"],
  "positions_angstrom": [[-1.851042, 0.143168, 0.281981], [-0.509855, 0.589929, -0.272410], [-2.852991, -0.031106, 0.811381], [1.135320, -0.460584, -0.054950], [0.840523, -2.270075, 0.796009], [1.963396, -0.824569, -1.838618], [2.321857, 0.559419, 1.214671], [-0.346153, 1.374078, 0.375330], [-0.701053, 0.919739, -1.313396]],
  "forces_ev_per_a": [[1.8, 0.0, -0.5], [-1.4, -2.5, -0.8], [-0.2, -0.2, -0.1], [-1.7, 0.0, 0.2], [-0.3, -0.2, 0.1], [0.3, 0.2, -0.6], [0.3, 0.3, 0.0], [0.7, 2.4, 1.0], [0.5, -0.1, 0.6]],
  "lowdin_charge": [-0.280, -0.268, 0.128, -0.717, 0.329, 0.353, 0.350, 0.017, 0.088]
}

---

[4]
{
  "formula": "C8H12O3S",
  "method": "wB97M-V/def2-TZVPD",
  "e_above_lowest_kcal_mol": 15.8,
  "lumo_energy_ev": 0.6,
  "largest_force_ev_per_a": 4.8,
  "multiplicity": 1,
  "total_charge": 0,
  "elements": ["O", "O", "O", "C", "C", "C", "C", "C", "C", "C", "C", "S", "H", "H", "H", "H", "H", "H", "H", "H", "H", "H", "H", "H"],
  "positions_angstrom": [[-1.801636, 2.134873, -0.490968], [-1.049700, 2.046594, 1.831722], [1.890226, 0.531069, -2.013652], [0.714787, -0.838805, 1.796440], [-0.630617, -0.986904, 1.603307], [1.583217, 0.214325, 1.071231], [-0.092765, -0.714155, -1.528383], [-1.413548, -0.975410, -0.891281], [0.618986, 0.645507, -1.382587], [-1.460001, -0.302847, 0.516626], [0.735949, 1.100158, 0.077677], [-0.992352, 1.361951, 0.523189], [2.447713, 0.043985, -1.408953], [1.054950, -1.285424, 2.687045], [-1.152742, -1.720799, 2.234727], [2.211054, 0.813707, 1.741026], [2.251339, -0.432236, 0.453270], [0.528530, -1.587348, -1.228224], [-0.184294, -0.861692, -2.633355], [-1.600110, -2.043991, -0.675026], [-2.312826, -0.623650, -1.405748], [-0.005145, 1.397377, -1.891569], [-2.494455, -0.096191, 0.873052], [1.153442, 2.179905, 0.140434]],
  "forces_ev_per_a": [[2.2, -2.4, 1.3], [0.3, -1.9, -1.3], [-0.6, 0.7, -0.1], [-2.7, 2.0, -0.8], [1.5, -0.4, -0.2], [-1.3, -1.5, -0.9], [0.8, -1.4, -1.9], [-1.6, 0.6, 1.9], [0.1, -0.8, 0.1], [-1.1, -0.5, 1.2], [0.8, 2.4, 0.3], [-1.0, 4.7, 0.3], [0.3, -0.2, 0.1], [0.9, -0.7, 0.7], [0.2, 0.4, -0.3], [-0.4, -0.2, -0.1], [0.0, 0.7, 0.3], [0.3, 0.9, 0.1], [0.0, 0.1, 0.7], [0.3, 0.4, -0.4], [0.4, 0.2, -0.3], [0.6, -0.2, -0.1], [0.2, -1.0, -0.2], [-0.6, -1.7, -0.4]],
  "lowdin_charge": [-0.323, -0.313, -0.008, -0.062, -0.067, -0.109, -0.149, -0.158, -0.379, -0.379, -0.285, 0.745, 0.069, 0.086, 0.116, 0.122, 0.111, 0.133, 0.139, 0.129, 0.121, 0.147, 0.144, 0.170]
}

---

[5]
{
  "formula": "C5H10O2",
  "method": "wB97M-V/def2-TZVPD",
  "e_above_lowest_kcal_mol": 39.4,
  "lumo_energy_ev": 1.0,
  "largest_force_ev_per_a": 0.3,
  "multiplicity": 1,
  "total_charge": 0,
  "elements": ["C", "C", "C", "O", "C", "C", "O", "H", "H", "H", "H", "H", "H", "H", "H", "H", "H"],
  "positions_angstrom": [[2.998181, -0.186079, -0.066673], [1.503907, -0.307238, -0.115162], [0.724581, 0.102666, 0.882393], [-0.641149, 0.151325, 0.938235], [-1.383239, -0.199464, -0.211435], [-2.839296, 0.020857, 0.145716], [-1.002851, 0.552509, -1.329816], [3.350969, 0.446605, -0.890855], [3.497672, -1.156232, -0.169207], [3.331067, 0.273085, 0.870173], [1.067985, -0.675170, -1.038308], [-0.961743, 1.475164, -1.040592], [1.134293, 0.486634, 1.814880], [-1.184945, -1.245036, -0.478384], [-2.989870, 1.067283, 0.430892], [-3.460951, -0.195541, -0.725806], [-3.144607, -0.611372, 0.983955]],
  "forces_ev_per_a": [[0.1, 0.0, 0.1], [-0.2, 0.1, 0.1], [0.3, 0.0, 0.0], [0.0, 0.1, 0.0], [-0.2, -0.2, 0.1], [-0.1, 0.0, 0.0], [0.0, 0.3, 0.1], [0.0, -0.1, 0.1], [-0.1, 0.1, 0.0], [0.0, -0.1, -0.1], [0.0, 0.1, 0.1], [-0.1, -0.1, -0.2], [0.0, 0.0, -0.2], [0.0, 0.1, 0.0], [0.0, -0.1, 0.0], [0.1, 0.0, 0.1], [0.1, 0.1, -0.1]],
  "lowdin_charge": [-0.111, -0.148, -0.154, -0.054, -0.484, -0.017, -0.005, 0.073, 0.070, 0.071, 0.101, 0.115, 0.126, 0.157, 0.088, 0.086, 0.086]
}

---

[6]
{
  "formula": "C37H25F10N2O2PS2W",
  "method": "wB97M-V/def2-TZVPD",
  "e_above_lowest_kcal_mol": 6.0,
  "lumo_energy_ev": [-7.8, -7.4],
  "largest_force_ev_per_a": 0.6,
  "multiplicity": 3,
  "total_charge": 2,
  "elements": ["W", "O", "C", "C", "C", "C", "C", "C", "C", "O", "N", "N", "C", "S", "C", "C", "S", "H", "H", "H", "H", "H", "H", "H", "H", "H", "F", "C", "F", "F", "C", "C", "C", "C", "C", "C", "P", "C", "C", "C", "C", "C", "C", "C", "F", "F", "F", "C", "C", "C", "C", "C", "C", "C", "F", "F", "F", "H", "H", "H", "H", "H", "H", "H", "H", "H", "H", "H", "H", "F", "C", "C", "C", "C", "C", "C", "H", "H", "H", "H"],
  "positions_angstrom": [[-0.293519, 1.020361, 1.321532], [3.816035, -1.551678, 4.037188], [4.313920, -1.144247, 2.864061], [5.675387, -1.352007, 2.644639], [6.253547, -0.962144, 1.459172], [5.498484, -0.350380, 0.450608], [4.161286, -0.132130, 0.652310], [3.542965, -0.518814, 1.859163], [2.139812, -0.262150, 2.056945], [1.486246, 0.430193, 1.079109], [1.471726, -0.616931, 3.103557], [0.137904, -0.204525, 3.025536], [-0.586315, -0.563024, 4.054932], [0.090360, -1.379723, 5.404344], [-1.506228, -1.654701, 6.230387], [-2.429681, -0.505142, 5.884470], [-2.286856, -0.233735, 4.089411], [2.858656, -1.393964, 4.073503], [6.250118, -1.829900, 3.425998], [7.310117, -1.136598, 1.304780], [5.966118, -0.058823, -0.478701], [3.561842, 0.330929, -0.118808], [-1.311994, -1.697534, 7.301212], [-1.904383, -2.612503, 5.899464], [-2.150922, 0.411808, 6.401067], [-3.470656, -0.744534, 6.094623], [0.414570, 8.565729, -3.152728], [1.436615, 7.907789, -2.595238], [2.241996, 7.485017, -3.572284], [2.115076, 8.773049, -1.833479], [0.924109, 6.753573, -1.756964], [1.094739, 5.447720, -2.190469], [0.592321, 4.405667, -1.425270], [-0.077989, 4.693090, -0.237997], [-0.243752, 6.008145, 0.202185], [0.263393, 7.037631, -0.566075], [-0.779358, 3.330430, 0.665422], [-2.585320, 3.325976, 0.665295], [-3.167304, 2.296350, 1.394080], [-4.496802, 1.956933, 1.222860], [-5.249120, 2.679353, 0.308833], [-4.686839, 3.723725, -0.414556], [-3.347515, 4.043019, -0.252162], [-6.706810, 2.344276, 0.077318], [-6.917783, 2.059854, -1.213998], [-7.089707, 1.288125, 0.802274], [-7.484746, 3.380009, 0.403707], [-0.262195, 3.258929, 2.429063], [1.127660, 3.062355, 2.612202], [1.656505, 2.904219, 3.885950], [0.801994, 2.941000, 4.975874], [-0.559654, 3.191609, 4.820021], [-1.095031, 3.349146, 3.558550], [1.322964, 2.708806, 6.380996], [0.575571, 1.761617, 6.980695], [1.232648, 3.820166, 7.108451], [2.587703, 2.298025, 6.377741], [1.614025, 5.244851, -3.116049], [0.715888, 3.381958, -1.757355], [-0.764013, 6.225818, 1.126899], [0.147059, 8.064409, -0.244688], [-2.591290, 1.768680, 2.157024], [-4.943915, 1.150079, 1.786330], [-5.295223, 4.278651, -1.117142], [-2.900787, 4.831759, -0.844942], [1.795694, 3.056083, 1.756718], [2.717159, 2.744230, 4.024469], [-1.197556, 3.258834, 5.692073], [-2.153015, 3.542667, 3.443425], [-3.550277, -2.420651, -2.530485], [-2.816541, -1.619713, -1.772222], [-2.108602, -2.162254, -0.714814], [-1.353512, -1.305540, 0.068433], [-1.339316, 0.084989, -0.167565], [-2.053941, 0.579700, -1.273437], [-2.793413, -0.262640, -2.072567], [-2.143478, -3.226970, -0.530496], [-0.796584, -1.736103, 0.896982], [-2.053767, 1.638101, -1.501257], [-3.358508, 0.099323, -2.920931]],
  "forces_ev_per_a": [[0.1, -0.3, 0.1], [0.0, 0.0, 0.1], [0.0, 0.0, -0.1], [0.0, 0.0, 0.0], [0.0, 0.0, 0.0], [0.0, 0.0, 0.0], [0.0, 0.0, 0.0], [0.0, 0.0, 0.1], [0.0, 0.1, -0.2], [0.3, -0.1, 0.1], [-0.1, 0.0, 0.1], [0.2, 0.1, -0.3], [0.0, 0.0, 0.1], [0.0, 0.0, -0.1], [0.0, 0.0, 0.0], [0.0, 0.0, 0.0], [0.0, 0.0, 0.0], [0.0, 0.0, 0.0], [0.0, 0.0, 0.0], [0.0, 0.0, 0.0], [0.0, 0.0, 0.0], [0.0, 0.0, 0.0], [0.0, 0.0, 0.0], [0.0, 0.0, 0.0], [0.0, 0.0, 0.0], [0.0, 0.0, 0.0], [0.0, 0.0, 0.0], [0.1, 0.0, 0.0], [0.0, 0.0, 0.0], [0.0, 0.0, 0.0], [0.0, -0.1, -0.1], [0.0, 0.0, 0.0], [0.0, 0.0, 0.0], [0.1, -0.1, 0.0], [0.0, 0.0, 0.0], [0.0, 0.1, 0.0], [-0.6, 0.2, 0.1], [0.2, 0.2, -0.3], [-0.2, -0.1, 0.2], [0.0, 0.1, 0.0], [0.0, 0.0, 0.0], [0.0, 0.0, 0.0], [0.1, 0.0, 0.0], [0.0, 0.0, 0.0], [0.0, 0.0, 0.0], [0.0, 0.0, 0.0], [0.0, 0.0, 0.0], [0.2, 0.1, -0.1], [-0.1, 0.0, 0.0], [0.0, -0.1, 0.0], [0.0, 0.0, 0.0], [0.0, 0.0, 0.0], [0.0, 0.0, 0.0], [0.0, 0.0, 0.0], [0.0, 0.0, 0.0], [0.0, 0.0, 0.0], [0.0, 0.0, 0.0], [0.0, 0.0, 0.0], [0.0, 0.0, 0.0], [0.0, 0.0, 0.0], [0.0, 0.0, 0.0], [-0.1, -0.2, 0.0], [0.0, 0.0, 0.0], [0.0, 0.0, 0.0], [0.0, 0.0, 0.0], [0.0, 0.0, 0.0], [0.0, 0.0, 0.0], [0.0, 0.0, 0.0], [0.0, 0.0, 0.0], [0.0, 0.0, 0.0], [0.0, 0.0, 0.0], [0.2, 0.0, -0.1], [-0.3, 0.0, 0.2], [0.0, 0.0, 0.1], [0.0, 0.0, 0.0], [0.0, 0.0, 0.0], [0.0, 0.0, 0.0], [0.0, 0.0, 0.0], [0.0, 0.0, 0.0], [0.0, 0.0, 0.0]],
  "lowdin_charge": [1.529, 0.097, -0.246, 0.015, -0.032, -0.061, -0.019, -0.090, -0.340, -0.220, 0.040, -0.233, -0.905, 1.056, -0.455, -0.457, 0.977, 0.057, 0.133, 0.122, 0.113, 0.114, 0.100, 0.094, 0.082, 0.098, 0.173, -0.596, 0.163, 0.167, -0.074, 0.027, -0.055, -0.365, -0.046, 0.024, 1.013, -0.357, -0.151, 0.033, -0.077, 0.034, -0.033, -0.595, 0.167, 0.157, 0.174, -0.424, -0.099, 0.038, -0.066, 0.026, -0.047, -0.593, 0.138, 0.189, 0.176, 0.135, 0.114, 0.125, 0.141, 0.021, 0.133, 0.144, 0.121, 0.125, 0.144, 0.144, 0.122, 0.124, -0.253, 0.024, -0.107, -0.336, -0.098, 0.027, 0.136, 0.098, 0.092, 0.136]
}

---

Copy entry 4 word for word.
{
  "formula": "C8H12O3S",
  "method": "wB97M-V/def2-TZVPD",
  "e_above_lowest_kcal_mol": 15.8,
  "lumo_energy_ev": 0.6,
  "largest_force_ev_per_a": 4.8,
  "multiplicity": 1,
  "total_charge": 0,
  "elements": ["O", "O", "O", "C", "C", "C", "C", "C", "C", "C", "C", "S", "H", "H", "H", "H", "H", "H", "H", "H", "H", "H", "H", "H"],
  "positions_angstrom": [[-1.801636, 2.134873, -0.490968], [-1.049700, 2.046594, 1.831722], [1.890226, 0.531069, -2.013652], [0.714787, -0.838805, 1.796440], [-0.630617, -0.986904, 1.603307], [1.583217, 0.214325, 1.071231], [-0.092765, -0.714155, -1.528383], [-1.413548, -0.975410, -0.891281], [0.618986, 0.645507, -1.382587], [-1.460001, -0.302847, 0.516626], [0.735949, 1.100158, 0.077677], [-0.992352, 1.361951, 0.523189], [2.447713, 0.043985, -1.408953], [1.054950, -1.285424, 2.687045], [-1.152742, -1.720799, 2.234727], [2.211054, 0.813707, 1.741026], [2.251339, -0.432236, 0.453270], [0.528530, -1.587348, -1.228224], [-0.184294, -0.861692, -2.633355], [-1.600110, -2.043991, -0.675026], [-2.312826, -0.623650, -1.405748], [-0.005145, 1.397377, -1.891569], [-2.494455, -0.096191, 0.873052], [1.153442, 2.179905, 0.140434]],
  "forces_ev_per_a": [[2.2, -2.4, 1.3], [0.3, -1.9, -1.3], [-0.6, 0.7, -0.1], [-2.7, 2.0, -0.8], [1.5, -0.4, -0.2], [-1.3, -1.5, -0.9], [0.8, -1.4, -1.9], [-1.6, 0.6, 1.9], [0.1, -0.8, 0.1], [-1.1, -0.5, 1.2], [0.8, 2.4, 0.3], [-1.0, 4.7, 0.3], [0.3, -0.2, 0.1], [0.9, -0.7, 0.7], [0.2, 0.4, -0.3], [-0.4, -0.2, -0.1], [0.0, 0.7, 0.3], [0.3, 0.9, 0.1], [0.0, 0.1, 0.7], [0.3, 0.4, -0.4], [0.4, 0.2, -0.3], [0.6, -0.2, -0.1], [0.2, -1.0, -0.2], [-0.6, -1.7, -0.4]],
  "lowdin_charge": [-0.323, -0.313, -0.008, -0.062, -0.067, -0.109, -0.149, -0.158, -0.379, -0.379, -0.285, 0.745, 0.069, 0.086, 0.116, 0.122, 0.111, 0.133, 0.139, 0.129, 0.121, 0.147, 0.144, 0.170]
}

---

Among the records above, which one has the highest multiplicity? C37H25F10N2O2PS2W

---

What is the multiplicity in the fourth record? 1